Record 1
The following is a DFT calculation (ωB97M-V/def2-TZVPD) of a 17-piece molecular cluster, C34H102O17 overall in a non-equilibrium geometry.

Geometry as XYZ:
```
153
Properties=species:S:1:pos:R:3:forces:R:3:mulliken_charge:R:1
O -4.178414 -3.628887 1.216062 -0.13 0.03 -0.70 -0.586
O 3.301664 2.095345 -2.167537 -0.63 0.31 -0.41 -0.644
O 1.674645 4.252925 -2.285669 0.08 -0.19 0.67 -0.545
O 2.391726 -7.006972 1.064788 0.41 -0.18 0.63 -0.610
O 0.133031 -1.656973 -0.226078 0.33 0.11 -0.21 0.494
O -3.873041 2.591367 3.740293 0.23 -0.56 -0.28 -0.561
O 0.305532 6.440828 4.417329 0.16 0.06 1.10 -0.475
O 1.712306 0.286268 -3.672547 0.26 0.63 0.85 -0.195
O 3.476636 2.393836 5.342928 -0.50 0.66 -0.50 -0.567
O 0.118202 5.472264 -0.193406 0.45 0.18 -0.15 -0.632
O -2.614588 -2.284089 -0.580514 0.03 0.45 -0.23 -0.303
O 3.297104 -2.526676 4.461071 0.59 0.13 0.47 -0.627
O -5.712465 2.704437 -0.044775 -0.03 -0.14 -0.62 -0.480
O 4.012869 -5.012037 -0.101657 1.20 0.75 0.09 -0.639
O -2.258984 -1.385323 -4.972201 0.54 -0.34 -0.10 -0.577
O -1.026438 0.598330 -3.465270 0.90 -0.24 0.60 -0.377
O 2.342898 -3.026641 -1.081770 0.42 -0.84 -0.48 0.042
C 1.238391 -4.980284 -2.076852 0.07 0.23 -0.06 -1.129
C 1.129826 -2.181716 3.513078 -0.74 -0.06 -1.07 -0.374
C -2.514059 -3.115127 2.800030 0.54 -0.60 0.25 -0.007
C 2.007859 -3.702930 -2.324450 -0.13 1.19 0.22 0.634
C 1.818908 5.333419 -3.201900 -0.41 -0.38 0.45 -0.164
C -0.333742 5.601246 5.402734 -0.22 0.65 0.04 -0.519
C 2.933328 0.059102 -5.707774 0.16 -0.47 -0.43 -1.340
C 2.573662 -2.410366 3.260870 0.80 -0.31 -0.43 0.641
C -3.345855 -1.164914 -1.143264 0.95 -0.35 0.55 1.865
C -3.919072 0.721062 2.236695 0.43 -0.10 -0.31 0.087
C 0.733017 -5.426020 1.703691 -1.52 0.36 -0.02 0.263
C 5.173785 -4.487164 0.650609 -1.05 -1.31 0.05 -0.094
C 3.527633 1.766615 -0.797267 0.42 0.71 -0.34 0.129
C 4.139448 0.384656 -0.734757 0.16 -0.14 0.70 -0.917
C 5.958091 -3.512366 -0.166410 -0.04 0.97 0.25 -0.899
C 1.644733 -6.476825 2.188141 -0.21 -0.55 -0.67 -0.791
C -0.466811 0.472287 0.689212 -1.38 -0.12 0.66 0.116
C -6.180286 3.069657 -2.352449 0.46 0.12 0.02 -1.123
C -5.661746 3.696365 -1.070361 -0.20 0.01 -0.26 0.097
C 2.371178 2.779488 4.488723 1.39 0.40 -0.10 0.021
C 2.530132 -0.607144 -4.414905 -0.14 0.67 0.26 0.143
C -2.565857 2.243117 -2.679869 0.57 0.45 -1.04 -1.424
C 0.599317 -0.321924 0.039655 0.82 -0.80 -0.84 0.883
C -3.293672 -4.217062 2.116325 0.23 -0.32 0.36 -0.232
C 1.593869 1.570217 4.143155 -1.05 -0.55 -0.11 -0.558
C -1.094671 1.926163 -2.962494 -0.73 -0.10 0.61 0.609
C -0.327080 4.813017 0.989846 -0.21 -0.71 -0.18 -0.393
C -4.760951 -1.519583 -1.469904 0.08 0.29 -0.82 -1.572
C -1.497529 -3.393845 -3.822956 1.05 0.34 0.48 -0.229
C 1.533056 4.781959 -4.567368 0.23 0.07 -0.87 -0.996
C -3.582477 1.170965 3.625832 0.20 0.62 0.44 -0.421
C -0.955943 4.451568 4.695579 -0.84 -0.29 -0.16 -0.560
C -1.306551 -2.437700 -4.997081 -0.90 -0.92 -0.31 0.120
C -1.568703 4.004608 0.652663 0.03 0.00 0.38 0.184
H 1.828976 -7.504790 0.460217 -0.16 0.15 0.27 0.288
H 2.815293 5.758016 -3.117682 0.21 0.12 -0.04 0.275
H 2.736889 2.917683 -2.253620 0.53 -0.72 0.37 0.440
H 3.857820 3.251258 5.558667 0.46 -0.29 0.32 0.322
H -5.345278 -1.831581 -0.598461 0.22 -0.24 -0.27 0.404
H -3.491718 1.382233 1.471853 0.18 -0.11 0.23 -0.413
H -3.007116 1.669386 -1.874373 0.00 -0.52 -0.07 0.018
H 0.348334 5.320168 6.213568 0.17 -0.06 -0.25 0.349
H -1.843116 -0.732067 -4.392585 -0.47 0.53 0.03 0.446
H -4.183752 0.647615 4.374074 0.05 -0.19 -0.11 0.520
H -4.653803 4.108086 -1.220985 -0.05 -0.21 0.17 0.047
H -3.134866 -2.378421 3.277571 -0.54 0.07 0.47 0.302
H 2.760898 3.208548 3.544708 -0.01 0.01 0.33 0.167
H -1.667761 -2.022221 -0.519543 -0.37 -0.23 0.04 -0.094
H 3.572606 -0.622794 -6.302104 -0.25 0.46 0.15 0.366
H 1.636021 5.579770 -5.313056 -0.37 -0.16 0.01 0.401
H 2.993101 -1.639634 2.585721 -0.03 -0.11 0.27 0.039
H -2.522748 0.973467 3.845140 -0.09 0.18 0.04 0.108
H -1.257960 -2.832186 -2.905834 -0.47 -0.26 0.00 -0.227
H -1.441857 -3.028168 -5.915953 -0.03 0.42 -0.02 0.372
H -7.221408 2.811900 -2.219567 -0.22 -0.32 -0.04 0.372
H 1.080686 6.077299 -2.868741 0.22 0.15 -0.59 0.317
H -2.476096 -3.882709 -3.747805 0.15 0.43 -0.15 0.370
H -5.583024 2.200327 -2.614586 -0.12 -0.26 0.08 0.114
H -1.776882 -3.520339 3.516762 -0.14 0.35 -0.32 0.290
H 0.934608 -5.393870 -3.032811 -0.07 -0.25 -0.09 0.491
H -1.386611 3.222069 -0.086505 0.22 0.08 0.04 -0.616
H -0.154032 1.482179 0.951946 0.09 0.03 -0.14 0.043
H 2.331952 -5.978103 2.858577 0.58 -0.59 0.25 0.338
H 0.487109 4.160700 1.356275 -0.31 0.09 0.04 0.104
H -5.207234 -0.601660 -1.865988 -0.16 -0.05 0.09 0.334
H -1.457273 3.798791 5.406123 0.26 -0.31 0.19 0.430
H 2.986800 -3.649401 -0.661447 -0.40 0.33 0.15 -0.118
H 3.468042 0.980627 -5.480105 0.17 -0.02 -0.10 0.299
H 1.249090 1.037675 5.025584 -0.06 0.03 0.24 0.439
H -5.261800 3.003729 0.740486 0.20 0.28 0.34 0.253
H 1.427788 -2.954924 -2.898125 -0.09 -0.51 0.31 -0.617
H -0.908676 0.010136 1.586194 0.48 -0.05 -0.03 0.110
H -1.313385 0.509560 -0.001773 0.02 0.37 -0.10 -0.725
H 0.704054 1.879104 3.584728 0.04 -0.22 -0.08 0.055
H 0.349326 -4.742353 -1.502108 -0.26 -0.02 0.05 0.139
H 4.778461 -4.082413 1.577648 0.09 0.46 0.12 0.144
H 3.624878 -5.793738 0.331346 0.04 0.14 0.14 0.288
H -0.287816 -2.037051 -5.020186 0.06 -0.03 0.10 -0.278
H -1.908391 3.515517 1.577921 -0.19 0.15 -0.29 -0.050
H -1.176969 6.141399 5.865933 0.38 0.12 0.06 0.367
H -2.352982 4.649432 0.239667 0.08 -0.04 0.28 0.503
H 2.596516 1.923908 -0.225658 0.27 -0.42 0.00 -0.104
H 5.047245 0.360734 -1.330697 0.06 0.09 -0.23 0.561
H 5.315139 -2.694484 -0.506575 0.05 -0.13 -0.21 0.003
H -0.530950 5.568600 1.745240 -0.12 -0.05 0.22 0.406
H -0.103479 -5.889415 1.151845 0.34 0.40 -0.19 0.505
H 0.546496 4.324882 -4.566581 -0.22 0.32 -0.20 0.156
H -0.293553 3.877067 4.048878 0.01 0.10 0.09 -0.214
H 0.849808 0.199828 -0.910034 0.16 -0.42 0.32 -0.572
H 1.808437 -5.724871 -1.516467 0.15 0.14 -0.14 0.168
H 0.818829 6.048169 0.124545 0.12 0.32 -0.31 0.315
H -3.564403 -0.303920 2.052283 -0.16 0.28 0.05 -0.232
H 3.274760 -1.682263 4.918220 0.01 0.09 0.11 0.332
H 2.302355 0.905889 -3.168553 -0.45 -0.30 -0.25 -0.005
H -3.062726 2.099855 -3.650513 -0.41 -0.05 0.54 0.548
H -0.727284 -4.171505 -3.868638 -0.16 -0.09 -0.13 0.131
H -2.046286 -2.587050 1.979266 0.70 0.20 -0.01 -0.428
H -3.366167 -0.367738 -0.415499 0.10 0.46 0.44 -0.851
H 3.508832 -0.441316 -1.038963 -0.42 0.00 -0.26 -0.178
H 4.458281 0.155355 0.287629 -0.09 0.11 0.04 0.425
H 0.906456 -2.203780 -0.538553 -0.55 0.48 0.33 -0.544
H 1.292923 -4.720190 1.092751 -0.32 0.25 -0.04 -0.412
H -0.682757 2.586678 -3.727634 -0.02 0.29 0.21 0.061
H 6.459835 -3.979637 -0.997534 -0.08 -0.22 -0.44 0.318
H 0.628841 -2.105946 2.540987 -0.16 0.07 0.08 -0.182
H -2.678959 3.282660 -2.378677 0.08 0.24 -0.15 0.463
H 5.812727 -5.318260 0.940263 0.04 -0.25 -0.06 0.405
H -0.069630 0.347363 -3.485734 -0.47 0.21 -0.13 0.208
H 0.945233 -1.259398 4.051077 -0.04 0.11 0.26 0.224
H 0.698693 -3.035435 4.015329 -0.17 -0.07 0.42 0.338
H -4.978705 0.763563 2.104711 -0.79 -0.16 -0.21 0.617
H -1.791081 4.862148 4.130990 0.11 -0.13 -0.54 0.343
H 0.258967 -4.949057 2.575396 0.19 0.22 -0.33 -0.011
H 4.289705 2.470912 -0.406465 -0.40 -0.16 0.06 0.349
H -3.946673 2.806306 4.672961 0.00 0.01 0.04 0.288
H 2.915348 -3.832282 -2.908253 0.26 -0.35 0.03 0.510
H 1.511088 -0.434364 0.635075 0.03 0.38 0.10 0.151
H -4.744817 -2.221350 -2.307724 -0.39 -0.30 0.36 0.322
H 0.705928 7.153380 4.943268 -0.08 -0.15 -0.58 0.278
H -0.550224 2.066175 -2.009778 0.30 -0.28 -0.43 -0.114
H 2.038455 0.324905 -6.284729 0.21 -0.13 0.07 0.281
H -3.857932 -4.875739 2.780422 -0.04 0.22 0.18 0.366
H -6.328687 4.522560 -0.827326 0.02 0.26 0.24 0.390
H 2.203068 3.974815 -4.910064 0.11 0.34 0.57 0.200
H 3.400534 -0.860745 -3.797818 -0.06 -0.30 -0.21 0.149
H -6.107175 3.745269 -3.205310 -0.01 0.24 0.14 0.359
H 2.757403 -3.377440 2.778134 -0.28 0.16 -0.21 -0.413
H 1.826831 3.586088 4.995764 -0.37 -0.38 -0.12 0.037
H 1.896828 -1.467483 -4.580117 0.18 -0.48 -0.16 0.195
H 6.750303 -3.031465 0.426778 -0.27 -0.27 0.10 0.386
H -2.766371 -0.805787 -1.995771 -0.31 0.00 -0.26 -0.127
H 1.031587 -7.248335 2.682634 0.73 -0.01 0.07 0.410
H 2.147310 0.844231 3.540093 0.13 0.30 -0.03 0.141
H -2.564497 -4.868248 1.603717 -0.11 0.01 -0.03 0.058
H -3.582363 -3.181893 0.573753 -0.54 0.03 -0.09 0.367
H 1.155818 4.571301 -1.526995 -0.02 -0.20 0.01 0.326
```
Forces are in eV/Å.

The HOMO energy comes out at -9.1 eV. For the HOMO-LUMO gap, the calculation gives 0.341 Eh. The calculation puts the energy above the lowest of the compared OMol25 structures with the same formula, charge and spin at 0.00 kJ/mol. For the LUMO energy, the calculation gives 0.122 eV. The value obtained for the energy is -2635.5557 Eh.

***

Record 2
The following is a DFT calculation (ωB97M-V/def2-TZVPD) of C3H4AlO2 as an isolated structure in a non-equilibrium geometry.

Geometry as XYZ:
```
10
Properties=species:S:1:pos:R:3:forces:R:3:mulliken_charge:R:1
Al 2.400188 2.569071 1.087004 1.17 -1.65 2.35 0.582
O 4.137963 0.458373 0.914157 -1.05 0.20 0.19 -0.302
O 2.057074 0.177237 0.797766 -1.43 2.43 0.00 -0.233
C 3.159907 -0.377312 0.459292 0.53 -0.21 -0.30 -0.047
C 1.340539 2.253558 -0.394485 -3.47 -0.92 -1.43 -0.052
C 0.677149 1.111623 -0.077599 4.00 0.56 -2.27 -0.225
H 0.224620 0.443246 -0.821833 -0.61 -0.44 1.24 0.364
H 4.984141 0.001031 0.951949 0.39 -0.13 -0.28 0.370
H 0.640693 2.987198 -0.821857 0.35 -0.12 -0.54 0.424
H 0.647433 1.834393 1.543646 0.11 0.29 1.05 0.118
```
Forces are in eV/Å.

The HOMO energy (alpha / beta) comes out at -13.0 / -13.2 eV. For the HOMO-LUMO gap (alpha / beta), the calculation gives 0.202 / 0.240 Eh. The calculation puts the energy above the lowest of the compared OMol25 structures with the same formula, charge and spin at 787.21 kJ/mol. For the LUMO energy (alpha / beta), the calculation gives -7.547 / -6.646 eV. The value obtained for the energy is -509.0163 Eh. As for the charge: +1.

***

Record 3
The following is a DFT calculation (ωB97M-V/def2-TZVPD) of an isolated molecule of C2H3NO3 in a non-equilibrium geometry.

Geometry as XYZ:
```
9
Properties=species:S:1:pos:R:3:forces:R:3:mulliken_charge:R:1
O 1.838205 0.965942 0.304749 0.41 1.71 2.89 -0.275
O -0.354749 -2.042263 -0.031802 -1.01 -4.21 0.31 -0.497
O 1.552737 0.776077 -1.059077 0.43 0.14 -3.18 -0.286
N -0.942056 0.137978 -0.002927 -0.78 2.48 0.10 -0.327
C -0.163103 -0.906283 0.010456 5.57 4.11 -0.87 0.432
C 1.548139 -0.250206 -0.178527 -2.77 -4.27 1.47 0.175
H -0.561808 1.089932 -0.144936 -0.33 -1.21 0.27 0.243
H 2.332742 -1.073623 -0.030392 -0.87 1.26 -0.94 0.313
H -1.928453 0.018650 0.034726 -0.65 -0.02 -0.04 0.222
```
Forces are in eV/Å.

The HOMO energy comes out at -9.7 eV. As for the SMILES: NC(=O)C1OO1. For the HOMO-LUMO gap, the calculation gives 0.387 Eh. The calculation puts the energy above the lowest of the compared OMol25 structures with the same formula, charge and spin at 511.44 kJ/mol. For the LUMO energy, the calculation gives 0.852 eV. The value obtained for the energy is -358.3349 Eh.